Record 1
The following is a quantum chemistry calculation of C5H20N11NiO8 as an isolated structure at a distorted geometry, from the OMol25 dataset.

Summary:
Lowest unoccupied orbital energy (spin up / spin down)   -0.08280 / -0.08278 Eh
ΔE to the lowest compared entry with this formula, charge and spin   0.888 eV
HOMO energy (spin up / spin down)   -10.51 / -10.49 eV
Kohn-Sham gap (spin up / spin down)   8.261 / 8.241 eV
⟨S²⟩   2.0028

Geometry as ORCA input:
```
! wB97M-V def2-TZVPD RIJCOSX def2/J DEFGRID3
* xyz 1 3
Ni -0.45 -0.30 0.05
N -1.47 -2.19 -2.23
O -0.68 -3.03 -2.60
O -2.16 -1.54 -3.05
O -1.53 -1.82 -1.04
C 1.91 1.77 1.08
O 1.00 0.93 0.94
N 1.82 2.75 1.93
N 2.93 1.79 0.23
H 1.01 2.73 2.54
H 2.60 3.39 2.02
H 2.99 1.11 -0.50
H 3.75 2.36 0.40
C 1.89 -2.63 0.48
O 1.12 -1.65 0.32
N 3.13 -2.63 0.03
N 1.53 -3.79 1.04
H 3.48 -1.77 -0.35
H 3.65 -3.47 -0.15
H 2.20 -4.50 1.26
H 0.57 -3.81 1.34
C 1.08 0.07 -2.89
O 0.48 0.08 -1.80
N 1.93 1.03 -3.26
N 0.93 -0.85 -3.83
H 1.90 1.96 -2.88
H 2.35 0.78 -4.15
H 0.36 -1.65 -3.57
H 1.46 -0.98 -4.67
C -2.41 2.21 -0.20
O -1.81 1.14 -0.26
N -3.74 2.29 -0.21
N -1.87 3.42 0.00
H -4.20 1.43 -0.47
H -4.18 3.19 -0.30
H -2.40 4.19 0.35
H -0.91 3.50 -0.29
C -1.85 -0.60 2.80
O -0.97 -0.49 1.94
N -2.60 -1.71 2.85
N -2.17 0.23 3.75
H -2.50 -2.47 2.20
H -3.32 -1.83 3.55
H -1.65 1.09 3.76
H -3.17 0.24 3.83
*
```

=====

Record 2
The following is a quantum chemistry calculation of C5H21B3NO6Tl as an isolated structure at a distorted geometry, from the OMol25 dataset.

Summary:
Lowest unoccupied orbital energy   0.08236 Eh
HOMO energy   -2.29 eV
Kohn-Sham gap   4.530 eV

Geometry as ORCA input:
```
! wB97M-V def2-TZVPD RIJCOSX def2/J DEFGRID3
* xyz -2 1
Tl 0.41 0.13 -1.12
B 2.08 -1.89 -2.39
H 1.50 -2.09 -1.32
H 1.31 -1.48 -3.22
H 2.90 -1.07 -2.15
H 2.49 -2.96 -2.72
B 2.28 2.04 -2.04
H 2.84 1.72 -1.04
H 2.35 1.21 -2.90
H 1.13 2.35 -1.80
H 2.81 2.99 -2.54
B -1.08 -2.56 -1.20
H -2.02 -2.94 -0.58
H -1.42 -1.62 -1.92
H -0.25 -2.15 -0.45
H -0.56 -3.31 -1.98
C 2.63 -1.78 3.14
C 2.14 -2.24 1.76
O 1.77 -1.36 0.93
O 2.05 -3.47 1.58
H 3.29 -2.57 3.51
H 1.88 -1.64 3.92
H 3.17 -0.84 3.01
C -3.39 2.69 -0.66
C -2.04 2.13 -1.02
O -1.10 2.33 -0.19
O -1.87 1.47 -2.06
H -3.96 2.04 0.00
H -3.98 2.85 -1.57
H -3.40 3.68 -0.20
C -2.54 1.52 2.51
N -1.30 0.73 2.39
O -0.48 0.85 3.28
O -1.16 0.08 1.38
H -3.44 1.02 2.16
H -2.36 2.44 1.95
H -2.70 1.72 3.57
*
```

=====

Record 3
The following is a quantum chemistry calculation of a 4-piece molecular cluster, C5H21N3O3 overall at a distorted geometry, from the OMol25 dataset.

Summary:
Lowest unoccupied orbital energy (spin up / spin down)   -0.10285 / -0.30627 Eh
ΔE to the lowest compared entry with this formula, charge and spin   0.749 eV
HOMO energy (spin up / spin down)   -13.99 / -13.26 eV
Kohn-Sham gap (spin up / spin down)   11.188 / 4.926 eV
⟨S²⟩   0.7587

Geometry as ORCA input:
```
! wB97M-V def2-TZVPD RIJCOSX def2/J DEFGRID3
* xyz 1 2
C -1.15 0.23 0.74
N -2.29 -0.40 0.03
C -2.26 -0.36 -1.45
N -1.63 -1.38 -2.24
C -0.22 -0.74 1.64
C 1.05 -1.40 1.02
C 0.69 -2.36 -0.13
N 0.29 0.09 2.69
H -0.40 0.54 0.01
H -1.60 1.00 1.36
H -2.42 -1.34 0.46
H -3.36 -0.43 -1.72
H -1.92 0.62 -1.78
H -2.07 -2.29 -2.14
H -0.65 -1.45 -2.03
H -0.92 -1.53 2.03
H 1.62 -1.94 1.73
H 1.75 -0.67 0.58
H 1.27 -2.08 -0.98
H 0.83 -3.43 0.15
H -0.37 -2.45 -0.36
H -0.40 0.59 3.22
H 0.95 0.80 2.29
H 0.84 3.44 1.13
H 2.13 3.02 0.42
O 1.77 3.26 1.31
H 2.26 1.59 -1.59
H 3.36 0.93 -0.80
O 3.02 1.80 -1.04
H -0.33 1.93 -0.76
H -0.12 2.25 -2.33
O 0.29 2.14 -1.46
*
```

=====

Record 4
The following is a quantum chemistry calculation of a 5-piece molecular cluster, C5H21NO4S2 overall at a distorted geometry, from the OMol25 dataset.

Summary:
Lowest unoccupied orbital energy   0.01524 Eh
ΔE to the lowest compared entry with this formula, charge and spin   0.385 eV
HOMO energy   -8.13 eV
Kohn-Sham gap   8.548 eV

Geometry as ORCA input:
```
! wB97M-V def2-TZVPD RIJCOSX def2/J DEFGRID3
* xyz 0 1
C 2.42 2.10 1.04
C 2.94 0.65 1.08
C 1.83 -0.34 1.43
S 2.09 -1.96 0.63
S 0.26 -2.34 -0.14
C -0.11 -1.06 -1.38
C -1.54 -1.28 -1.93
N -2.50 -1.90 -1.00
H 3.19 2.68 0.52
H 2.31 2.59 2.00
H 1.49 2.06 0.47
H 3.83 0.59 1.71
H 3.41 0.39 0.12
H 1.67 -0.56 2.48
H 0.91 0.15 1.11
H 0.13 -0.06 -1.08
H 0.52 -1.29 -2.24
H -1.91 -0.28 -2.16
H -1.53 -1.90 -2.82
H -2.70 -2.86 -1.21
H -2.26 -1.79 -0.03
O 0.14 1.31 -2.83
H 0.54 1.68 -3.62
H 0.14 2.09 -2.26
O -2.23 0.51 0.69
H -2.94 0.23 0.09
H -2.35 0.09 1.55
O -0.48 2.43 -0.02
H -1.04 1.63 -0.07
H -1.08 2.96 0.53
O -1.66 -1.95 2.67
H -2.56 -2.21 2.47
H -0.93 -2.36 2.19
*
```

=====

Which formula does entry 4 have? C5H21NO4S2